Record 1
This record from the OMol25 dataset describes a 2-piece molecular cluster, C3H10N2 overall. The level of theory is ωB97M-V/def2-TZVPD.

The gap between HOMO and LUMO (alpha / beta) is 1.43 / 7.01 eV. The total energy comes out at -229.6947 hartree. For the HOMO energy (alpha / beta), the calculation gives 1.521 / -4.096 eV. As for the net charge: -1. Its spin multiplicity is 2.

Last column: Mulliken charge in e.
CARTESIAN COORDINATES (ANGSTROEM)
C -4.7637 2.2205 -2.2545  -0.947
N -5.2755 1.7290 -0.9773  -0.616
H -5.5703 2.3398 -2.9733  0.344
H -3.9364 1.6086 -2.6099  0.303
H -4.3188 3.2108 -2.1320  0.259
H -6.1191 1.1939 -1.1340  0.263
H -4.6325 1.0645 -0.5698  0.275
C 4.0645 -1.4683 2.7729  -0.675
C 3.9523 -1.5574 1.4420  -2.326
N 4.9142 -1.9328 0.5518  -1.658
H 4.7894 -2.1042 3.2451  0.466
H 3.3657 -0.7880 3.2395  0.400
H 3.0102 -1.2625 0.9807  0.950
H 4.6141 -2.4727 -0.2537  1.193
H 5.9059 -1.7814 0.6725  0.769


Record 2
This record from the OMol25 dataset describes a single C5H7N2P molecule. The level of theory is ωB97M-V/def2-TZVPD.

The gap between HOMO and LUMO is 8.82 eV. The total energy comes out at -645.4439 hartree. The structure (SMILES) is c1cc(P2CC2)n[nH]1. For the HOMO energy, the calculation gives -8.066 eV. Its spin multiplicity is 1.

Last column: Mulliken charge in e.
CARTESIAN COORDINATES (ANGSTROEM)
C -2.7831 -0.5265 -0.3070  -0.415
C -1.4936 -0.8298 -0.8388  -0.365
C -0.7057 -0.4559 0.2930  0.102
P 1.3474 -0.6341 0.5702  0.013
C 2.1457 1.0093 0.2930  -0.472
C 2.9608 -0.0841 -0.5261  -0.640
N -1.2908 0.1896 1.2853  -0.714
N -2.5960 0.2038 0.8326  0.191
H -3.7143 -0.5891 -0.6872  0.486
H -1.3722 -1.3529 -1.6954  0.456
H 2.7160 1.5559 1.0185  0.283
H 1.4175 1.6773 -0.0401  0.304
H 2.8867 -0.2021 -1.5679  0.328
H 3.8283 -0.5953 0.0540  0.231
H -3.3468 0.6340 1.3159  0.211


Record 3
This record from the OMol25 dataset describes C4H9N3 as an isolated structure. The level of theory is ωB97M-V/def2-TZVPD.

The gap between HOMO and LUMO (alpha / beta) is 8.05 / 8.05 eV. The total energy comes out at -321.9344 hartree. For the HOMO energy (alpha / beta), the calculation gives -7.397 / -7.398 eV. Its spin multiplicity is 1.

Last column: Mulliken charge in e.
CARTESIAN COORDINATES (ANGSTROEM)
C 0.4687 1.5683 0.6104  -0.553
C 1.2824 -1.3498 0.3112  -1.052
N -1.9926 -0.7961 -0.4669  -0.594
C -0.8523 1.1789 0.0683  -0.177
C 1.0157 -0.2640 -0.7079  0.237
N -0.8944 0.0310 -0.5837  0.108
N 1.2812 1.0437 -0.4765  -0.637
H -2.3737 -1.0322 -1.3734  0.239
H -2.7213 -0.4580 0.1573  0.248
H 0.5781 2.6544 0.6462  0.317
H 0.6700 1.1114 1.5959  0.180
H -1.7574 1.7649 0.2440  0.446
H 1.2955 -0.5582 -1.7184  0.366
H 0.4486 -2.0528 0.2845  0.278
H 2.2091 -1.8695 0.0769  0.333
H 1.3425 -0.9720 1.3319  0.260


Largest force on an atom
In order: 0.9; 6.4; 3.8
Unit: eV Å⁻¹